This record from the OMol25 dataset describes a 5-piece molecular cluster, H10O5 overall at a distorted geometry. The level of theory is ωB97M-V/def2-TZVPD.

The geometry in XYZ format:
```
15
Properties=species:S:1:pos:R:3:forces:R:3
O -12.00500 18.34800 -5.22100 -0.05 0.11 1.18
H -12.52000 18.08400 -5.97300 -0.33 -0.33 -1.24
H -12.54400 17.94300 -4.52600 0.44 0.24 0.15
O -14.04700 14.67500 -8.30800 -0.11 -0.17 0.05
H -14.69200 14.12600 -8.74600 -0.35 -0.13 -0.48
H -13.76100 14.12100 -7.57900 0.29 0.07 0.34
O -12.94200 17.00900 -7.46800 0.46 1.24 0.77
H -13.51700 16.38600 -7.87400 -0.53 -0.82 -0.67
H -12.10200 17.04000 -7.94600 0.07 -0.24 -0.08
O -16.59300 15.09200 -6.18000 -0.60 -0.54 0.92
H -16.12800 15.51700 -6.87600 0.76 0.73 -0.94
H -16.80700 14.22800 -6.53400 -0.14 -0.19 0.03
O -10.32700 17.30600 -8.44200 -0.06 0.56 0.83
H -10.21700 17.20900 -9.39100 0.17 0.61 0.01
H -10.19000 18.23300 -8.12700 -0.04 -1.12 -0.89
```
Positions in Å, forces in eV/Å.

Summary:
Orbital gap = 0.390 hartree
SMILES = O.O.O.O.O
Max |F| = 1.53 eV/Å
Energy above the lowest of the compared OMol25 structures with the same formula, charge and spin = 24.1 kcal/mol

Results of the Mulliken charge analysis, in e, for atoms 1 through 4:
1 O -0.631
2 H 0.365
3 H 0.302
4 O -0.648

***

This record from the OMol25 dataset describes a 3-piece molecular cluster, C27H39BClF2N4O4P overall at a distorted geometry. The level of theory is ωB97M-V/def2-TZVPD.

The geometry in XYZ format:
```
79
Properties=species:S:1:pos:R:3:forces:R:3
C 3.27616 1.50966 2.10149 0.82 0.42 0.01
C 3.07428 2.18028 0.58398 -2.32 -0.54 1.44
O 3.91834 1.55340 -0.44465 -1.86 -1.31 -1.32
P 2.93497 0.79388 -1.70018 -1.48 5.04 -2.16
O 1.97125 1.89468 -2.33493 3.35 -4.36 2.31
C 1.94200 -0.59581 -0.84771 -0.33 -1.56 0.94
C 0.51588 -0.97860 -1.63144 1.13 1.24 -0.24
C -0.82315 -0.46920 -0.76598 1.51 0.42 -0.60
N -0.78681 -0.93842 0.69088 0.75 1.15 -0.43
C -0.71684 1.16124 -0.72528 0.70 8.32 0.61
N -0.57620 2.44495 -0.62868 -1.23 -11.85 -0.77
C -2.18181 -1.08516 -1.43280 0.17 -0.53 -0.47
C -1.90411 -1.57644 -3.00899 -1.69 0.17 -8.88
N -1.95587 -1.77162 -4.30863 0.65 1.59 12.22
B -2.42823 -2.54264 -0.63241 0.11 -1.57 0.95
O -3.63221 -2.89123 0.13745 2.79 1.99 0.42
N -1.33944 -3.64112 -0.71294 -1.77 0.69 0.94
C -1.22148 -4.22523 0.69901 -0.24 -0.87 0.08
C -1.71622 -4.71643 -1.70689 1.42 -0.84 -0.90
C -3.54335 -0.18775 -1.25958 -1.23 -1.38 -1.94
Cl -3.81821 0.34104 0.53523 0.59 -0.39 -1.90
C -3.79411 0.98100 -2.35828 -1.02 0.90 -0.78
C -3.55244 2.52315 -1.92744 -0.11 1.22 -1.06
O 4.00227 0.27193 -2.97250 -1.60 -0.68 4.08
C 4.49896 -1.09717 -2.76697 1.55 -1.48 -1.35
C 3.67942 -2.08089 -3.80069 0.27 0.27 -0.69
H 3.82252 0.47390 2.06891 -1.13 2.01 -0.15
H 2.26445 1.37796 2.68107 1.85 0.31 -1.34
H 3.95046 2.22731 2.74757 -1.31 -1.46 -1.26
H 3.19044 3.34906 0.67166 0.11 -2.47 -0.64
H 1.94016 1.95450 0.29730 2.34 0.93 0.56
H 2.54921 -1.61558 -0.72212 -1.11 2.39 -0.31
H 1.72044 -0.23581 0.25708 0.60 -0.51 -2.28
H 0.57425 -0.35766 -2.64982 -0.51 -1.60 2.12
H 0.54176 -2.13719 -1.79279 -0.58 2.32 0.30
H -0.00218 -1.60068 0.86921 -0.71 0.69 -0.52
H -0.60422 -0.09405 1.29617 -0.45 -1.32 -0.76
H -3.46745 -2.48639 1.05683 -0.76 -0.68 -1.91
H -0.16259 -4.72952 0.79302 -2.08 0.94 -0.07
H -1.34785 -3.39870 1.54493 0.35 -1.82 -1.91
H -2.06888 -5.04661 0.81141 1.78 1.61 0.19
H -2.81800 -5.10057 -1.61937 1.92 0.76 -0.20
H -0.98216 -5.63993 -1.52507 -1.67 1.90 -0.33
H -1.43656 -4.32528 -2.79696 -1.01 -0.85 2.32
H -4.43054 -0.97445 -1.42735 2.12 1.79 0.53
H -3.20706 0.83570 -3.38990 -1.05 -0.21 2.56
H -4.94175 0.90810 -2.68547 2.51 -0.04 0.93
H -3.55984 2.78814 -0.79847 0.04 -0.83 -2.00
H -2.55228 2.92769 -2.40933 -2.03 -0.87 1.22
H -4.42213 3.16973 -2.42872 1.89 -1.41 1.13
H 5.63756 -1.10764 -3.12481 -2.51 0.23 0.86
H 4.51412 -1.45847 -1.65298 -0.25 0.80 -2.11
H 4.41074 -2.81233 -4.38777 -1.50 1.50 1.52
H 3.22693 -1.36352 -4.64069 0.80 -1.63 1.99
H 2.83929 -2.71900 -3.29123 1.54 1.35 -0.98
F 2.74522 -1.36012 3.25433 0.09 0.16 -0.11
C 2.10675 -2.41850 3.77084 -0.56 -0.94 0.47
C 2.11413 -3.62574 3.08079 0.01 0.07 -0.06
C 1.45381 -4.72940 3.62070 -0.11 0.34 0.31
C 0.78356 -4.61030 4.84068 0.03 -0.01 -0.07
C 0.77766 -3.39292 5.52324 0.17 -0.12 -0.37
C 1.44742 -2.29267 4.98853 0.01 0.09 -0.03
H 2.63298 -3.69716 2.13045 0.00 0.03 0.09
H 1.46023 -5.67980 3.09283 0.01 0.19 0.07
H 0.26490 -5.47016 5.25925 0.11 0.17 -0.08
H 0.25185 -3.30151 6.47059 0.13 0.02 -0.18
H 1.46053 -1.34138 5.51005 0.02 -0.07 -0.08
F -3.31445 5.45918 -0.98985 -0.17 -0.08 -0.12
C -2.43494 6.15140 -0.25370 0.80 0.61 0.66
C -2.57620 7.52974 -0.13589 -0.07 -0.02 -0.05
C -1.66368 8.25021 0.63469 0.16 -0.45 0.03
C -0.61260 7.58490 1.27060 -0.04 0.03 -0.03
C -0.47638 6.20184 1.14214 -0.35 0.31 -0.17
C -1.39546 5.48034 0.38072 -0.11 -0.12 0.01
H -3.39398 8.03045 -0.64381 0.06 -0.08 0.04
H -1.76990 9.32710 0.73945 -0.01 -0.20 -0.05
H 0.10150 8.14784 1.86787 -0.13 -0.10 -0.12
H 0.34487 5.68676 1.63463 -0.17 0.05 -0.10
H -1.30974 4.40371 0.27752 -0.01 0.20 -0.06
```
Positions in Å, forces in eV/Å.

Summary:
Orbital gap = 0.331 hartree
SMILES = CCOP(=O)(CC[C@@](N)(C#N)[C@@](C#N)(B(O)N(C)C)[C@@H](Cl)CC)OCC.Fc1ccccc1.Fc1ccccc1
Max |F| = 12.34 eV/Å

Results of the Mulliken charge analysis, in e, for atoms 1 through 4:
1 C -0.836
2 C 0.348
3 O -0.473
4 P 0.802

***

This record from the OMol25 dataset describes C3HO4 as an isolated structure at a distorted geometry. The level of theory is ωB97M-V/def2-TZVPD.

The geometry in XYZ format:
```
8
Properties=species:S:1:pos:R:3:forces:R:3
C -1.59055 -0.03005 0.06299 0.71 1.37 -3.16
C 1.25866 -0.50938 -0.07652 1.26 -1.93 0.52
C 0.34987 0.59895 0.11604 -1.60 -3.05 -0.08
O 1.18174 0.29430 -1.12279 0.69 -0.20 -0.61
O -1.94507 -0.30880 -1.07729 1.13 -0.12 1.46
O 1.92438 -1.52246 0.22017 -1.83 2.65 -0.85
O -2.02351 0.18462 1.13960 -0.49 -0.20 2.05
H 0.84447 1.29282 0.73782 0.12 1.49 0.67
```
Positions in Å, forces in eV/Å.

Summary:
Orbital gap = 0.316 hartree
Total charge = -1
Max |F| = 3.51 eV/Å
Energy above the lowest of the compared OMol25 structures with the same formula, charge and spin = 32.9 kcal/mol

Results of the Mulliken charge analysis, in e, for atoms 1 through 4:
1 C 0.602
2 C 0.597
3 C -0.335
4 O -0.375

***

This record from the OMol25 dataset describes C2H22MnO16 as an isolated structure at a distorted geometry. The level of theory is ωB97M-V/def2-TZVPD.

The geometry in XYZ format:
```
41
Properties=species:S:1:pos:R:3:forces:R:3
Mn -22.19373 7.25810 2.14370 0.63 -0.83 -0.13
C -23.87915 5.82551 0.87849 1.05 1.03 1.05
O -23.51494 6.92284 0.36249 -1.59 -0.27 -0.93
O -24.96188 5.11486 0.54343 0.85 -0.11 0.23
O -23.20768 5.42245 1.84626 -0.36 -1.40 0.87
H -25.55723 5.73999 0.17362 -1.12 0.60 -1.11
C -20.28523 5.54002 1.79559 0.26 -0.68 -1.25
O -20.62334 6.32828 0.92860 -0.18 2.25 -2.18
O -19.60387 4.44098 1.43424 0.93 -1.13 0.89
O -20.66759 5.68774 2.96126 0.10 -0.62 2.20
H -19.31266 4.33789 0.50872 -0.79 0.95 0.45
O -22.26521 4.95426 -1.45383 -0.09 -0.42 -0.02
H -22.96396 5.56973 -1.18968 0.36 -0.49 -0.23
H -22.37775 4.07971 -1.00345 0.03 1.01 -0.33
O -22.95376 6.96339 4.28954 1.17 2.06 -1.99
H -23.44163 6.19118 4.41875 -1.38 -2.39 0.88
H -22.72383 7.38856 5.09051 0.22 0.25 1.26
O -21.69824 8.90084 0.68900 0.91 -0.86 1.29
H -20.83309 9.29259 0.69595 0.83 0.06 -0.10
H -22.24019 9.50696 0.24492 -1.49 1.18 -1.17
O -25.15661 5.96757 -3.02680 -0.29 0.58 0.72
H -25.51383 6.43393 -2.24402 0.21 -0.27 -0.66
H -24.56767 6.64293 -3.38459 0.06 -0.18 -0.10
O -22.03067 2.75167 0.11441 -0.20 -0.03 -0.20
H -21.30254 2.12464 0.12768 -0.07 0.08 0.21
H -22.13524 3.09674 1.01387 0.44 -0.37 -0.16
O -21.85062 3.12862 2.88449 -0.67 -2.13 -0.09
H -21.42449 3.94825 2.93561 1.28 2.70 -0.18
H -21.90712 2.92352 3.80470 -0.21 -0.70 1.00
O -24.48269 4.56202 4.35882 0.45 0.74 -0.04
H -24.88299 3.70626 4.49988 -0.11 -0.25 -0.18
H -24.13525 4.56293 3.44788 -0.27 -0.40 -0.09
O -24.34110 2.63723 1.96414 -0.54 -0.62 0.84
H -24.23663 3.16697 1.18632 -0.19 0.30 -0.71
H -23.47503 2.69522 2.38716 0.00 -0.02 -0.05
O -23.85234 8.80494 2.46823 1.13 1.08 -0.65
H -23.58517 9.72057 2.30503 0.20 -0.23 -0.18
H -24.69216 8.92293 2.86663 -1.38 -0.42 0.85
O -25.05772 8.57952 -1.11723 1.99 -0.15 -1.38
H -25.84133 8.67407 -0.63526 -1.61 0.16 1.28
H -24.39973 8.06619 -0.59699 -0.54 -0.06 0.08
```
Positions in Å, forces in eV/Å.

Summary:
Orbital gap (spin up / spin down) = 0.309 / 0.317 hartree
Multiplicity = 6
Max |F| = 3.14 eV/Å
Energy above the lowest of the compared OMol25 structures with the same formula, charge and spin = 0.0 kcal/mol

Results of the Mulliken charge analysis, in e, for atoms 1 through 4:
1 Mn 0.537
2 C 0.312
3 O -0.326
4 O -0.491

***

Question: Which of these has the lowest max |F|?
Answer: H10O5

***

Question: Which of these has the highest max |F|?
Answer: C27H39BClF2N4O4P

***

Repeat the fourth record exactly.
This record from the OMol25 dataset describes C2H22MnO16 as an isolated structure at a distorted geometry. The level of theory is ωB97M-V/def2-TZVPD.

The geometry in XYZ format:
```
41
Properties=species:S:1:pos:R:3:forces:R:3
Mn -22.19373 7.25810 2.14370 0.63 -0.83 -0.13
C -23.87915 5.82551 0.87849 1.05 1.03 1.05
O -23.51494 6.92284 0.36249 -1.59 -0.27 -0.93
O -24.96188 5.11486 0.54343 0.85 -0.11 0.23
O -23.20768 5.42245 1.84626 -0.36 -1.40 0.87
H -25.55723 5.73999 0.17362 -1.12 0.60 -1.11
C -20.28523 5.54002 1.79559 0.26 -0.68 -1.25
O -20.62334 6.32828 0.92860 -0.18 2.25 -2.18
O -19.60387 4.44098 1.43424 0.93 -1.13 0.89
O -20.66759 5.68774 2.96126 0.10 -0.62 2.20
H -19.31266 4.33789 0.50872 -0.79 0.95 0.45
O -22.26521 4.95426 -1.45383 -0.09 -0.42 -0.02
H -22.96396 5.56973 -1.18968 0.36 -0.49 -0.23
H -22.37775 4.07971 -1.00345 0.03 1.01 -0.33
O -22.95376 6.96339 4.28954 1.17 2.06 -1.99
H -23.44163 6.19118 4.41875 -1.38 -2.39 0.88
H -22.72383 7.38856 5.09051 0.22 0.25 1.26
O -21.69824 8.90084 0.68900 0.91 -0.86 1.29
H -20.83309 9.29259 0.69595 0.83 0.06 -0.10
H -22.24019 9.50696 0.24492 -1.49 1.18 -1.17
O -25.15661 5.96757 -3.02680 -0.29 0.58 0.72
H -25.51383 6.43393 -2.24402 0.21 -0.27 -0.66
H -24.56767 6.64293 -3.38459 0.06 -0.18 -0.10
O -22.03067 2.75167 0.11441 -0.20 -0.03 -0.20
H -21.30254 2.12464 0.12768 -0.07 0.08 0.21
H -22.13524 3.09674 1.01387 0.44 -0.37 -0.16
O -21.85062 3.12862 2.88449 -0.67 -2.13 -0.09
H -21.42449 3.94825 2.93561 1.28 2.70 -0.18
H -21.90712 2.92352 3.80470 -0.21 -0.70 1.00
O -24.48269 4.56202 4.35882 0.45 0.74 -0.04
H -24.88299 3.70626 4.49988 -0.11 -0.25 -0.18
H -24.13525 4.56293 3.44788 -0.27 -0.40 -0.09
O -24.34110 2.63723 1.96414 -0.54 -0.62 0.84
H -24.23663 3.16697 1.18632 -0.19 0.30 -0.71
H -23.47503 2.69522 2.38716 0.00 -0.02 -0.05
O -23.85234 8.80494 2.46823 1.13 1.08 -0.65
H -23.58517 9.72057 2.30503 0.20 -0.23 -0.18
H -24.69216 8.92293 2.86663 -1.38 -0.42 0.85
O -25.05772 8.57952 -1.11723 1.99 -0.15 -1.38
H -25.84133 8.67407 -0.63526 -1.61 0.16 1.28
H -24.39973 8.06619 -0.59699 -0.54 -0.06 0.08
```
Positions in Å, forces in eV/Å.

Summary:
Orbital gap (spin up / spin down) = 0.309 / 0.317 hartree
Multiplicity = 6
Max |F| = 3.14 eV/Å
Energy above the lowest of the compared OMol25 structures with the same formula, charge and spin = 0.0 kcal/mol

Results of the Mulliken charge analysis, in e, for atoms 1 through 4:
1 Mn 0.537
2 C 0.312
3 O -0.326
4 O -0.491

***

Question: Look up the max |F| of the first one.
Answer: 1.53 eV/Å